(1)
82
Properties=species:S:1:pos:R:3 method="wB97M-V/def2-TZVPD" total_charge=+1 spin_multiplicity=4 de_lowest_kcal_mol=16.6
Tc 1.3024 0.4707 0.3380
C -1.3833 0.7158 3.7366
C -0.4912 1.0477 2.7161
N 0.0663 0.1471 1.9235
C -0.2377 -1.1659 2.0758
C -1.1951 -1.5785 3.0397
C -1.7458 -0.5982 3.8934
C -1.5814 -2.9305 3.0925
C -0.9970 -3.8296 2.2402
C -0.0086 -3.4455 1.3375
C 0.4061 -2.1199 1.2111
N 1.3470 -1.5843 0.3762
C 2.0366 -2.1602 -0.6494
C 2.0070 -3.4707 -1.1274
C 2.8192 -3.8942 -2.1776
C 3.7043 -3.0462 -2.7877
C 3.7548 -1.6962 -2.3905
C 4.6136 -0.7598 -3.0028
C 4.5649 0.5525 -2.6115
C 3.6384 0.9324 -1.6388
N 2.8293 0.0757 -1.0334
C 2.8936 -1.2412 -1.3576
H -1.7959 1.4895 4.3649
H -0.2399 2.0815 2.5206
H -2.4486 -0.8949 4.6582
H -2.3415 -3.2360 3.7934
H -1.2991 -4.8642 2.2641
H 0.4249 -4.2272 0.7461
H 1.3317 -4.2002 -0.7248
H 2.7509 -4.9208 -2.5024
H 4.3350 -3.3830 -3.5944
H 5.2889 -1.0886 -3.7785
H 5.2017 1.2980 -3.0612
H 3.5391 1.9722 -1.3592
F -0.1685 5.2349 -1.8751
C 0.5381 4.5916 -0.9395
C 0.6321 3.2104 -0.9715
C 1.3342 2.5305 0.0186
C 2.0173 3.2788 1.0116
C 1.8999 4.6709 1.0055
F 2.4945 5.4202 1.9535
C 1.1607 5.3407 0.0486
C 2.7692 2.4717 1.9644
C 3.5717 2.9811 2.9851
C 4.2503 2.1208 3.8256
C 4.1211 0.7521 3.6268
C 3.3150 0.3112 2.5972
N 2.6452 1.1292 1.7792
H 0.1460 2.6617 -1.7659
H 1.0932 6.4176 0.0639
H 3.6568 4.0444 3.1226
H 4.8663 2.5062 4.6224
H 4.6243 0.0452 4.2670
H 3.1942 -0.7497 2.4230
O -1.9576 0.2764 0.3535
C -2.3419 -0.0351 -0.9763
C -1.0247 0.1843 -1.8740
O -1.1755 0.3263 -3.0622
O 0.0353 0.1372 -1.2097
C -2.7404 -1.4939 -1.0520
C -2.0393 -2.4307 -1.7984
C -2.3997 -3.7672 -1.7590
C -3.4661 -4.1806 -0.9815
C -4.1683 -3.2531 -0.2310
C -3.8077 -1.9185 -0.2638
C -3.3302 0.9597 -1.5067
C -3.1638 2.2932 -1.1368
C -3.9928 3.2663 -1.6551
C -4.9911 2.9183 -2.5531
C -5.1594 1.5923 -2.9204
C -4.3277 0.6120 -2.4106
H -2.7483 0.2570 0.9073
H -1.2204 -2.1198 -2.4274
H -1.8536 -4.4833 -2.3538
H -3.7538 -5.2203 -0.9635
H -5.0089 -3.5689 0.3687
H -4.3755 -1.1974 0.3101
H -2.3742 2.5547 -0.4453
H -3.8544 4.2971 -1.3677
H -5.6278 3.6817 -2.9732
H -5.9401 1.3137 -3.6110
H -4.4477 -0.4207 -2.7011

=====

(2)
96
Properties=species:S:1:pos:R:3 method="wB97M-V/def2-TZVPD" spin_multiplicity=2
Tc -0.0973 -0.0968 -0.6313
C -0.5334 -1.5123 1.9938
N 0.5278 -0.8161 1.2366
C 0.9870 0.3554 2.0136
C 0.0729 1.5507 1.7750
N -0.1992 1.6547 0.3415
C -0.7774 2.7650 -0.1887
C -1.0460 2.7809 -1.5731
F -0.7803 1.6664 -2.2787
C -1.5551 3.8607 -2.2507
F -1.7436 3.8027 -3.5620
C -1.8795 5.0136 -1.5516
F -2.3630 6.0691 -2.1816
C -1.6928 5.0343 -0.1796
F -2.0250 6.1178 0.5129
C -1.1703 3.9423 0.4826
F -1.0510 4.0499 1.8085
C 1.6256 -1.7468 0.9113
C 1.1176 -2.7747 -0.0986
N 0.1776 -2.1398 -1.0267
C -0.4381 -2.9089 -1.9693
C -1.3365 -2.3155 -2.8893
F -1.5894 -0.9919 -2.7857
C -1.9558 -2.9847 -3.9212
F -2.7710 -2.3257 -4.7409
C -1.7265 -4.3349 -4.1107
F -2.2971 -4.9936 -5.1198
C -0.8802 -4.9777 -3.2290
F -0.6430 -6.2794 -3.3766
C -0.2682 -4.2969 -2.1926
F 0.5245 -5.0446 -1.4012
H -0.1309 -1.8727 2.9439
H -0.9199 -2.3525 1.4252
H -1.3580 -0.8319 2.1871
H 1.9518 0.6482 1.6219
H 1.0571 0.1107 3.0766
H 0.5878 2.4350 2.1508
H -0.8762 1.4614 2.3180
H 1.9968 -2.2376 1.8160
H 2.4308 -1.1594 0.4704
H 0.6498 -3.6089 0.4285
H 1.9806 -3.1742 -0.6384
C 3.7250 3.3194 0.7832
N 2.9479 2.2981 0.1148
C 3.4363 1.7868 -0.9396
C 2.8564 0.7996 -1.8068
C 3.5034 0.4770 -2.9964
C 2.6443 -0.3324 -3.7431
C 1.5119 -0.4873 -2.9773
N 1.6151 0.1563 -1.7769
C 4.5499 2.8035 1.9491
C 4.6809 1.4490 2.2259
C 5.4599 1.0178 3.2929
C 6.1251 1.9358 4.0885
C 6.0140 3.2914 3.8080
C 5.2295 3.7188 2.7500
H 3.0260 4.0715 1.1616
H 4.4062 3.8321 0.0886
H 4.4028 2.1459 -1.3220
H 4.4821 0.8265 -3.2872
H 2.8100 -0.7495 -4.7227
H 0.6284 -1.0333 -3.2589
H 4.1902 0.7189 1.5957
H 5.5464 -0.0417 3.4992
H 6.7288 1.5971 4.9205
H 6.5397 4.0137 4.4193
H 5.1428 4.7782 2.5336
Cl -2.0150 -1.7759 4.4555
C -2.4468 -0.0934 4.4360
C -1.9680 0.7007 5.4649
C -2.1493 2.0717 5.4315
C -2.7878 2.6507 4.3478
C -3.2866 1.8524 3.3382
Cl -4.0717 2.5970 1.9785
C -3.1764 0.4483 3.3607
N -3.6572 -0.2869 2.2913
C -4.4175 -1.4810 2.3532
C -5.2291 -1.7504 3.4553
C -5.9652 -2.9167 3.5300
C -5.9122 -3.8309 2.4887
C -5.1429 -3.5458 1.3748
C -4.3896 -2.3783 1.2780
C -3.5360 -2.1952 0.0374
C -3.2417 -0.7398 -0.3345
O -4.1430 -0.0130 -0.7031
O -2.0278 -0.3330 -0.1091
H -1.4309 0.2367 6.2806
H -1.7658 2.6888 6.2319
H -2.9103 3.7230 4.2801
H -3.8913 0.2944 1.4971
H -5.2882 -1.0190 4.2519
H -6.5911 -3.1010 4.3935
H -6.4703 -4.7564 2.5449
H -5.1129 -4.2519 0.5529
H -4.0643 -2.6275 -0.8141
H -2.5934 -2.7336 0.1570

=====

(3)
84
Properties=species:S:1:pos:R:3 method="wB97M-V/def2-TZVPD" total_charge=+2
Ir -0.2005 -0.6116 0.8671
O 3.2567 -0.7142 -0.4092
S 1.8455 -0.5933 -0.7168
C 1.6851 0.9798 -1.6266
C 2.7151 1.3294 -2.4844
C 2.6652 2.5337 -3.1677
C 1.5974 3.3937 -2.9692
C 0.5971 3.0666 -2.0702
C 0.6339 1.8582 -1.3708
P -0.6336 1.5355 -0.0866
C -0.1745 2.5728 1.3336
C -0.8204 2.2837 2.5393
C -0.5316 3.0238 3.6706
C 0.4291 4.0251 3.6166
C 1.0690 4.3087 2.4202
C 0.7736 3.5871 1.2765
C -2.1062 2.3574 -0.7576
C -2.6267 1.9278 -1.9793
C -3.6647 2.6292 -2.5631
C -4.2049 3.7380 -1.9260
C -3.7116 4.1412 -0.6954
C -2.6712 3.4493 -0.1016
C 1.4875 -1.8650 -1.9634
C 2.4181 -2.1203 -2.9562
C 2.2057 -3.1647 -3.8415
C 1.0810 -3.9673 -3.7168
C 0.1730 -3.7286 -2.7011
C 0.3637 -2.6701 -1.8123
P -0.8102 -2.5039 -0.4128
C -0.6463 -4.1032 0.4168
C 0.3084 -4.1798 1.4310
C 0.5075 -5.3720 2.0988
C -0.2439 -6.4875 1.7581
C -1.1892 -6.4115 0.7448
C -1.4015 -5.2213 0.0718
C -2.4520 -2.4183 -1.1645
C -3.5507 -2.7449 -0.3662
C -4.8300 -2.6181 -0.8719
C -5.0208 -2.1371 -2.1602
C -3.9305 -1.7931 -2.9481
C -2.6461 -1.9158 -2.4512
H 3.5631 0.6706 -2.5889
H 3.4647 2.7973 -3.8408
H 1.5608 4.3380 -3.4880
H -0.2062 3.7649 -1.8847
H -1.5483 1.4807 2.5797
H -1.0472 2.8147 4.5951
H 0.6707 4.5856 4.5067
H 1.8023 5.0979 2.3728
H 1.2684 3.8144 0.3450
H -2.2031 1.0626 -2.4726
H -4.0490 2.3205 -3.5219
H -5.0121 4.2862 -2.3855
H -4.1238 5.0044 -0.1966
H -2.2870 3.7757 0.8535
H 3.3150 -1.5262 -3.0142
H 2.9288 -3.3632 -4.6158
H 0.9224 -4.7977 -4.3882
H -0.6844 -4.3737 -2.5721
H 0.8762 -3.2937 1.6933
H 1.2404 -5.4240 2.8875
H -0.0984 -7.4161 2.2867
H -1.7685 -7.2806 0.4757
H -2.1494 -5.1617 -0.7068
H -3.3927 -3.1056 0.6408
H -5.6770 -2.8890 -0.2623
H -6.0199 -2.0253 -2.5512
H -4.0784 -1.4300 -3.9535
H -1.7932 -1.6472 -3.0611
O 3.1815 1.1791 5.6366
C 3.3332 1.5137 4.3854
C 4.3427 2.4532 4.0677
C 4.5620 2.8339 2.7692
C 3.7851 2.3084 1.7386
C 2.7962 1.3772 2.0293
C 2.5415 0.9901 3.3287
C 1.4045 0.0452 3.6727
O 1.1763 -0.1713 4.8559
O 0.7767 -0.4714 2.7035
H 2.4465 0.5130 5.7417
H 4.9508 2.8143 4.8825
H 5.3478 3.5409 2.5507
H 3.9449 2.6253 0.7202
H 2.1912 0.9682 1.2313

=====

(4)
99
Properties=species:S:1:pos:R:3 method="wB97M-V/def2-TZVPD" total_charge=-1 de_lowest_kcal_mol=16.0
Ir 1.0662 0.8600 0.2995
N 0.0986 3.7010 1.9236
C 0.3876 2.5897 2.6749
N 0.3641 2.5461 3.9909
N 0.7021 1.2744 4.2975
N 0.9186 0.5833 3.2427
N 0.7237 1.3968 2.1779
C 0.3727 3.8064 0.5842
N 0.2313 4.9040 -0.1335
N 0.5639 4.5315 -1.3920
N 0.8759 3.2923 -1.4348
N 0.7839 2.8024 -0.1800
H -0.0769 4.5548 2.4286
C -2.2750 -4.8958 -0.5834
C -1.2913 -4.4302 -1.6775
C -1.3692 -5.3812 -2.8635
C -1.6517 -2.9947 -2.0629
C -2.3474 -2.5830 -3.1938
C -2.6702 -1.2408 -3.3757
C -2.3120 -0.2834 -2.4353
C -1.5926 -0.6620 -1.3070
P -1.1819 0.5812 -0.0187
C -1.9882 -0.0704 1.4845
C -3.2575 0.4498 1.7350
C -3.9757 0.0392 2.8488
C -3.4272 -0.8847 3.7255
C -2.1551 -1.3900 3.4922
C -1.4379 -0.9842 2.3783
C -3.7855 4.3781 -0.7395
C -2.7922 4.6468 -1.6732
C -2.8450 4.0606 -2.9289
C -3.8975 3.2220 -3.2590
C -4.8954 2.9524 -2.3272
C -4.8344 3.5241 -1.0706
C -1.2869 -1.9976 -1.1716
O -0.5424 -2.3271 -0.0636
C 0.4218 -3.2542 -0.3137
C 1.6897 -2.9742 0.1588
C 2.6723 -3.9515 -0.0016
C 2.3769 -5.1213 -0.6775
C 1.1194 -5.3136 -1.2482
C 0.1127 -4.3772 -1.0775
P 2.1390 -1.2493 0.5719
C 3.3156 -1.4624 1.9266
C 4.5197 -0.7713 2.0011
C 5.3333 -0.9300 3.1146
C 4.9462 -1.7624 4.1525
C 3.7369 -2.4430 4.0848
C 2.9233 -2.2925 2.9765
C 3.0206 -0.7597 -0.9465
C 2.2535 0.1778 -1.6472
C 2.7625 0.8843 -2.7212
C 4.0623 0.6135 -3.1239
C 4.8301 -0.3249 -2.4484
C 4.3234 -1.0032 -1.3462
H -3.2936 -4.8984 -0.9754
H -2.2449 -4.2329 0.2814
H -2.0207 -5.9058 -0.2548
H -2.3818 -5.3966 -3.2683
H -1.1342 -6.4004 -2.5531
H -0.6808 -5.0897 -3.6586
H -2.6498 -3.3059 -3.9410
H -3.2179 -0.9428 -4.2611
H -2.5785 0.7595 -2.5463
H -3.6605 1.1898 1.0545
H -4.9554 0.4589 3.0392
H -3.9799 -1.1945 4.6039
H -1.7080 -2.0829 4.1940
H -0.4330 -1.3531 2.2287
H -1.9524 5.2844 -1.4376
H -2.0479 4.2530 -3.6346
H -3.9377 2.7652 -4.2412
H -5.7133 2.2896 -2.5810
H -5.5904 3.3170 -0.3247
H 3.6713 -3.7785 0.3801
H 3.1427 -5.8754 -0.8043
H 0.9381 -6.2048 -1.8352
H 4.8148 -0.0797 1.2257
H 6.2592 -0.3731 3.1718
H 5.5782 -1.8699 5.0251
H 3.4201 -3.0776 4.9021
H 1.9722 -2.8112 2.9347
H 1.1174 0.2538 -1.5015
H 2.1637 1.6510 -3.1921
H 4.4911 1.1642 -3.9503
H 5.8506 -0.5054 -2.7612
H 4.9515 -1.6853 -0.7870
F 5.3219 2.1832 1.1529
B 4.1460 2.5594 0.5127
F 3.5918 3.7066 1.0320
F 4.3033 2.6019 -0.8613
F 3.1819 1.4455 0.7945
Cl -3.3645 7.5406 0.2285
C -2.7292 6.0274 0.9367
Cl -2.4403 6.2137 2.6646
C -3.7616 4.9264 0.6457
O -1.9048 1.8210 -0.4336
O -4.5276 4.5593 1.4998
H -1.7658 5.8349 0.4684

=====

DFT total energy, respectively: -64794.884; -112561.834; -85552.647; -122715.150 eV.